(1)
{
  "formula": "C15H26BrCl3N4P2PdS",
  "method": "ωB97M-V with the def2-TZVPD basis set",
  "species": ["Pd", "C", "P", "C", "C", "C", "P", "C", "C", "H", "H", "H", "H", "H", "H", "H", "H", "H", "H", "H", "H", "H", "H", "H", "H", "Cl", "C", "Cl", "Cl", "C", "N", "C", "N", "C", "N", "S", "H", "H", "H", "H", "H", "H", "Br", "C", "C", "C", "C", "N", "C", "H", "H", "H", "H"],
  "coordinates": [[0.317, -0.036, 0.383], [1.813, 0.618, 3.393], [0.276, 0.015, 2.710], [-1.092, 0.999, 3.322], [0.009, -1.707, 3.199], [-1.162, -2.269, 2.395], [-0.827, -2.076, 0.618], [0.441, -3.250, 0.143], [-2.330, -2.375, -0.294], [1.683, 0.527, 4.480], [1.987, 1.667, 3.151], [2.660, 0.013, 3.079], [-1.132, 0.812, 4.401], [-2.045, 0.720, 2.878], [-0.911, 2.062, 3.161], [-0.196, -1.707, 4.276], [0.935, -2.270, 3.057], [-2.108, -1.777, 2.634], [-1.310, -3.339, 2.584], [0.125, -4.222, 0.545], [1.424, -2.998, 0.545], [0.505, -3.310, -0.945], [-2.586, -3.420, -0.062], [-2.179, -2.271, -1.368], [-3.149, -1.734, 0.029], [5.739, 1.208, 0.330], [5.095, -0.412, 0.523], [5.609, -1.506, -0.746], [5.403, -1.068, 2.135], [3.612, -0.297, 0.427], [2.468, -0.213, 0.379], [0.948, 0.286, -6.150], [1.041, -0.107, -4.732], [0.172, 0.247, -3.822], [-0.868, 1.012, -4.104], [0.457, -0.379, -2.193], [1.788, -0.156, -6.676], [1.002, 1.371, -6.234], [0.019, -0.091, -6.578], [1.814, -0.684, -4.436], [-1.031, 1.368, -5.037], [-1.535, 1.255, -3.394], [-5.104, 2.126, 0.383], [-3.267, 2.378, 0.265], [-2.699, 3.649, 0.138], [-1.321, 3.769, 0.055], [-0.530, 2.633, 0.107], [-1.090, 1.420, 0.236], [-2.421, 1.278, 0.313], [-3.332, 4.528, 0.104], [-0.848, 4.737, -0.050], [0.552, 2.691, 0.038], [-2.820, 0.282, 0.404]],
  "forces_ev_per_angstrom": [[0.47, 1.14, -1.62], [-0.11, 0.06, 0.07], [0.05, -0.09, 0.20], [0.09, 0.02, 0.07], [-0.06, 0.02, 0.10], [0.12, 0.15, 0.01], [-0.15, -0.41, 0.39], [0.14, 0.18, -0.22], [0.07, 0.29, -0.22], [0.10, 0.07, 0.01], [-0.03, 0.00, -0.01], [0.01, -0.06, 0.04], [-0.03, 0.07, 0.01], [-0.01, -0.04, 0.05], [0.02, 0.00, -0.01], [-0.05, -0.08, -0.01], [-0.02, -0.02, -0.04], [0.01, 0.01, 0.01], [0.02, -0.01, -0.06], [-0.01, 0.01, 0.02], [-0.02, -0.04, 0.05], [-0.01, 0.02, 0.00], [-0.02, 0.01, 0.03], [0.06, -0.04, 0.01], [-0.06, -0.09, 0.05], [0.01, -0.04, 0.01], [-0.26, 0.05, -0.03], [0.01, 0.01, 0.03], [0.02, 0.02, -0.03], [0.20, -0.02, -0.08], [-0.29, -0.56, 0.14], [-0.05, -0.05, 0.09], [-0.07, 0.02, 0.02], [-0.23, 0.36, 0.34], [0.03, 0.05, -0.09], [0.49, -0.57, 0.72], [-0.01, 0.01, -0.02], [0.02, 0.00, -0.04], [0.02, 0.00, -0.04], [0.04, 0.02, -0.02], [0.01, -0.01, -0.01], [-0.03, -0.03, 0.00], [-0.02, -0.01, 0.00], [0.11, 0.03, -0.01], [-0.07, -0.06, 0.00], [0.05, -0.01, 0.03], [0.14, -0.02, 0.01], [-0.60, -0.51, 0.17], [-0.04, 0.14, -0.11], [0.00, 0.00, 0.00], [0.01, 0.00, 0.00], [-0.01, 0.01, -0.04], [-0.03, -0.01, 0.02]],
  "de_lowest_kcal_mol": 16.7,
  "charge": 4,
  "orbital_gap_ev": [4.8209, 4.8092]
}



(2)
{
  "formula": "C15H26CeN6O7",
  "method": "ωB97M-V with the def2-TZVPD basis set",
  "species": ["O", "H", "Ce", "N", "N", "N", "N", "O", "O", "O", "O", "C", "C", "C", "C", "C", "H", "H", "H", "C", "H", "H", "H", "C", "C", "H", "H", "H", "H", "H", "H", "H", "H", "C", "H", "H", "H", "O", "H", "H", "N", "C", "O", "C", "C", "C", "C", "N", "C", "H", "H", "H", "H", "H", "H"],
  "coordinates": [[0.301, -0.778, -3.621], [0.424, -0.443, -4.531], [0.562, -0.269, -1.316], [0.600, 1.473, 0.822], [1.643, 1.791, -1.433], [-1.017, -1.081, 0.406], [-0.203, -2.548, -1.540], [0.104, 1.254, 2.003], [-1.723, -0.303, 1.297], [-0.126, -3.302, -2.717], [2.467, 0.899, -1.999], [2.156, 2.622, -0.463], [1.512, 2.492, 0.784], [-1.206, -2.416, 0.578], [-0.792, -3.220, -0.539], [1.837, 3.294, 1.993], [1.961, 2.642, 2.867], [1.027, 4.006, 2.207], [2.757, 3.871, 1.846], [3.363, 3.452, -0.697], [3.486, 3.624, -1.774], [4.267, 2.947, -0.316], [3.276, 4.423, -0.189], [-1.740, -3.016, 1.837], [-1.071, -4.674, -0.667], [-2.542, -2.403, 2.271], [-0.934, -3.116, 2.586], [-2.137, -4.017, 1.626], [-0.333, -5.137, -1.329], [-2.071, -4.837, -1.095], [-1.044, -5.166, 0.311], [-0.990, 0.359, 1.641], [0.018, -2.619, -3.415], [-0.944, 0.449, -2.766], [-0.405, 1.389, -2.480], [-1.605, -0.126, -2.077], [-1.468, 0.617, -3.697], [-3.489, 2.120, 0.391], [-2.981, 1.341, 0.713], [-2.811, 2.679, -0.039], [2.845, -2.853, 5.086], [2.054, -2.610, 4.003], [0.894, -3.035, 3.936], [2.691, -1.848, 2.883], [4.055, -1.520, 2.808], [4.507, -0.857, 1.671], [3.607, -0.585, 0.626], [2.309, -0.928, 0.667], [1.860, -1.496, 1.807], [2.410, -3.320, 5.880], [3.712, -2.387, 5.250], [4.747, -1.783, 3.609], [5.545, -0.551, 1.553], [3.936, -0.072, -0.279], [0.786, -1.686, 1.832]],
  "forces_ev_per_angstrom": [[-0.22, 0.16, -0.21], [0.00, -0.05, 0.69], [3.71, 0.11, 2.38], [0.63, 0.91, 1.73], [0.64, 0.34, 1.60], [-2.01, -3.57, 0.80], [-2.14, -3.19, 0.83], [0.22, 0.29, -1.50], [1.08, -0.21, 0.20], [0.24, 0.39, 0.69], [0.40, 0.92, -0.81], [-0.59, -1.10, -1.13], [-1.11, -0.51, -0.25], [0.38, 3.93, 1.13], [1.93, 0.51, -3.38], [0.12, 0.22, 0.19], [-0.11, 0.17, -0.21], [0.15, -0.24, 0.06], [-0.24, -0.17, 0.05], [0.47, 0.04, -0.19], [0.05, -0.11, 0.33], [-0.23, 0.20, -0.11], [0.02, -0.34, -0.15], [-0.69, -0.15, -0.18], [-0.07, -0.29, 0.20], [0.36, -0.13, -0.17], [-0.13, 0.12, -0.28], [0.07, 0.32, 0.21], [-0.23, 0.10, 0.11], [0.22, 0.04, 0.04], [0.00, 0.12, -0.24], [-0.40, 0.00, 0.22], [0.10, -0.02, 0.45], [-2.16, 1.01, -3.03], [-0.63, -0.26, 0.07], [0.13, 0.53, -0.16], [-0.20, 0.10, 0.05], [1.14, -0.34, -0.19], [-0.50, 0.62, -0.23], [-0.59, -0.35, 0.39], [-0.85, -0.28, 0.07], [-0.83, -0.63, 0.73], [1.40, 0.61, -0.15], [-0.09, 0.32, -0.79], [-0.52, 0.03, -0.31], [-0.33, 0.15, -0.38], [0.26, -0.23, 0.35], [0.30, -0.01, 0.87], [0.40, -0.09, -0.24], [0.18, 0.21, -0.43], [0.18, 0.14, -0.01], [-0.14, 0.10, -0.31], [-0.24, -0.13, 0.11], [-0.04, -0.18, 0.18], [0.54, -0.11, 0.31]],
  "de_lowest_kcal_mol": 41.7,
  "spin_multiplicity": 2,
  "s2": 1.237,
  "charge": 1,
  "orbital_gap_ev": [6.8361, 3.8445]
}



(3)
{
  "formula": "C15H26F2N3O11S2",
  "method": "ωB97M-V with the def2-TZVPD basis set",
  "species": ["C", "C", "O", "C", "O", "C", "C", "C", "N", "C", "C", "O", "N", "C", "C", "C", "O", "O", "C", "C", "O", "C", "C", "O", "H", "H", "H", "H", "H", "H", "H", "H", "H", "H", "H", "H", "H", "H", "H", "H", "H", "H", "H", "H", "H", "H", "H", "H", "H", "H", "N", "S", "O", "O", "F", "S", "O", "O", "F"],
  "coordinates": [[-0.971, -3.270, 3.681], [-0.811, -2.971, 2.101], [-2.106, -2.550, 1.586], [-2.143, -1.102, 1.464], [-2.064, -0.437, 2.514], [-2.228, -0.535, -0.017], [-1.356, 0.781, -0.286], [0.128, 0.757, 0.319], [1.198, 0.290, -0.622], [0.761, -0.814, -1.504], [2.001, -1.662, -2.114], [3.189, -1.275, -2.082], [1.745, -3.008, -2.714], [2.253, -4.012, -1.709], [0.287, -3.215, -2.974], [1.775, 1.413, -1.362], [1.422, 1.593, -2.550], [2.664, 2.243, -0.633], [3.328, 3.198, -1.494], [3.920, 4.336, -0.492], [4.893, 5.192, -1.136], [5.527, 6.009, -0.153], [5.587, 7.621, -0.250], [6.099, 5.513, 0.857], [-2.089, -3.314, 3.915], [-0.536, -2.368, 4.237], [-0.423, -4.231, 4.007], [-0.532, -3.984, 1.619], [0.047, -2.262, 1.848], [-1.981, -1.315, -0.821], [-3.328, -0.242, -0.210], [-1.353, 0.974, -1.425], [-1.873, 1.710, 0.162], [0.387, 1.853, 0.577], [0.247, 0.174, 1.289], [0.208, -1.567, -0.823], [0.001, -0.518, -2.307], [3.202, -4.536, -2.092], [2.500, -3.540, -0.692], [1.451, -4.801, -1.526], [-0.230, -3.320, -1.947], [-0.190, -2.420, -3.638], [0.154, -4.246, -3.477], [4.214, 2.672, -1.983], [2.646, 3.750, -2.218], [4.344, 3.747, 0.404], [2.998, 4.911, -0.097], [4.992, 8.127, 0.587], [6.690, 7.880, -0.042], [5.336, 8.012, -1.290], [-6.512, -1.085, 2.332], [-7.608, -0.805, 1.236], [-8.882, -1.469, 1.393], [-7.154, -0.604, -0.122], [-8.000, 0.692, 1.643], [-5.959, -2.553, 2.245], [-5.203, -2.958, 3.411], [-5.401, -2.997, 0.988], [-7.259, -3.464, 2.390]],
  "forces_ev_per_angstrom": [[0.41, 0.86, -0.22], [0.22, -1.85, 1.14], [1.26, 2.39, -1.18], [0.47, 0.06, 2.56], [-0.18, -1.64, -3.96], [-0.77, 0.34, -0.41], [-0.25, 0.42, 0.44], [0.01, 1.12, 0.50], [0.63, 1.26, -0.87], [-0.08, -1.34, 0.16], [2.50, 0.55, -0.74], [-3.91, -0.83, 0.37], [-0.98, 1.87, 1.70], [0.58, -0.90, 0.28], [-0.48, -1.39, 0.54], [-1.42, -0.30, -2.09], [1.93, 0.00, 3.41], [-1.80, -1.20, -1.97], [1.62, 1.88, 0.25], [-1.62, -2.30, 1.06], [-0.08, 1.42, 1.94], [1.90, -0.65, 3.29], [0.85, -0.61, -0.73], [-2.45, 1.43, -3.97], [1.63, -0.12, -0.38], [-0.66, -1.38, -0.52], [-0.90, 1.54, -0.57], [-0.73, 1.65, 0.36], [-1.28, -0.62, 0.44], [-0.36, 0.82, 1.58], [1.57, -0.62, 0.45], [0.19, -0.34, 1.80], [0.69, -1.64, -0.54], [-0.30, -1.80, -0.29], [-0.60, 0.65, -1.26], [0.89, 1.18, -0.96], [1.27, -0.33, 0.91], [-1.46, 0.85, 0.56], [-0.35, -0.57, -1.49], [1.04, 0.97, -0.30], [0.17, 0.34, -1.67], [0.84, -1.03, 1.02], [0.26, 1.70, 0.62], [-1.37, 0.76, 0.30], [0.75, -1.31, 0.74], [-0.28, 1.18, -1.42], [1.59, -0.48, -0.68], [0.57, -1.05, -1.36], [-1.72, -0.49, -0.32], [0.04, -0.51, 1.52], [0.00, -0.53, -0.15], [-2.52, 1.61, -2.16], [1.26, -0.06, 0.21], [0.33, -0.55, 1.05], [0.58, -0.14, 0.54], [1.81, -2.88, 0.72], [-0.57, 1.34, -0.60], [-0.61, 1.02, 0.44], [-0.16, 0.22, -0.08]],
  "charge": -1,
  "orbital_gap_ev": 8.6995
}



(4)
{
  "formula": "C15H26FeN8OS2",
  "method": "ωB97M-V with the def2-TZVPD basis set",
  "species": ["Fe", "C", "C", "N", "C", "S", "N", "N", "C", "C", "C", "C", "C", "C", "C", "N", "H", "H", "H", "H", "H", "H", "H", "H", "H", "H", "H", "H", "H", "O", "S", "N", "C", "N", "C", "C", "N", "N", "C", "C", "H", "H", "H", "H", "H", "H", "H", "H", "H", "H", "H", "H", "H"],
  "coordinates": [[-1.140, -0.233, -0.758], [0.630, -5.251, 0.420], [-0.750, -5.008, 1.013], [-0.862, -3.726, 1.709], [-1.166, -2.549, 1.151], [-1.214, -2.427, -0.596], [-1.442, -1.538, 1.935], [-1.677, -0.407, 1.207], [-2.244, 0.570, 1.820], [-2.647, 0.512, 3.253], [-2.518, 1.720, 0.951], [-2.959, 2.953, 1.399], [-3.231, 3.944, 0.467], [-3.064, 3.672, -0.880], [-2.583, 2.426, -1.246], [-2.306, 1.476, -0.353], [0.672, -6.248, -0.020], [0.850, -4.528, -0.365], [1.400, -5.183, 1.189], [-1.513, -5.049, 0.235], [-0.985, -5.779, 1.744], [-0.880, -3.725, 2.718], [-3.052, -0.473, 3.474], [-1.775, 0.649, 3.896], [-3.389, 1.269, 3.492], [-3.084, 3.139, 2.455], [-3.576, 4.916, 0.793], [-3.288, 4.408, -1.638], [-2.415, 2.167, -2.282], [0.305, 0.872, -4.161], [-0.837, 0.000, -3.925], [-1.411, -0.082, -2.562], [2.741, 2.113, -2.260], [1.860, 1.793, -1.130], [0.665, 2.612, -1.086], [1.833, 0.531, -0.639], [0.725, -0.141, -0.363], [3.032, -0.045, -0.386], [3.129, -1.471, -0.113], [4.206, 0.735, -0.009], [2.154, 2.130, -3.178], [3.520, 1.366, -2.362], [3.199, 3.090, -2.105], [0.967, 3.657, -1.164], [0.151, 2.468, -0.139], [-0.003, 2.385, -1.918], [0.939, -0.971, 0.172], [2.943, -1.699, 0.942], [4.136, -1.802, -0.359], [2.431, -2.029, -0.735], [3.958, 1.791, 0.038], [5.020, 0.586, -0.719], [4.545, 0.413, 0.978]],
  "forces_ev_per_angstrom": [[-1.48, 0.70, 0.93], [-0.01, -0.01, 0.02], [0.13, 0.11, -0.09], [-0.10, 0.02, 0.09], [0.06, -0.17, -0.12], [0.07, -0.27, -0.46], [0.23, 0.22, -0.01], [0.45, -0.35, 0.04], [-0.03, 0.09, 0.01], [0.02, 0.00, -0.01], [0.05, 0.05, 0.11], [-0.05, 0.00, -0.01], [-0.01, 0.01, 0.01], [0.01, 0.00, 0.00], [-0.11, -0.04, -0.03], [0.29, 0.13, -0.47], [0.01, 0.01, 0.01], [0.00, 0.01, 0.01], [0.00, -0.02, 0.00], [-0.02, -0.04, 0.02], [-0.05, 0.00, 0.00], [-0.04, -0.03, 0.00], [0.00, 0.00, 0.00], [-0.01, 0.00, 0.00], [0.01, 0.01, 0.00], [-0.02, -0.02, -0.01], [0.00, 0.00, 0.00], [0.01, -0.01, 0.00], [0.01, 0.00, 0.01], [0.21, -0.20, 0.14], [-0.36, 0.46, -0.19], [0.55, -0.62, -0.24], [0.06, 0.08, 0.08], [-0.21, -0.13, -0.24], [-0.01, -0.02, 0.01], [0.10, -0.15, 0.02], [0.20, 0.23, 0.33], [0.05, -0.09, -0.06], [0.01, 0.03, -0.05], [-0.01, -0.04, 0.02], [-0.02, -0.02, -0.01], [-0.02, 0.00, -0.02], [0.02, -0.01, 0.02], [0.00, 0.00, 0.03], [-0.01, 0.01, 0.01], [-0.02, 0.00, -0.04], [0.00, 0.10, 0.14], [0.00, -0.01, 0.00], [0.01, 0.00, 0.01], [0.02, 0.00, -0.01], [0.00, 0.00, 0.00], [0.00, 0.01, -0.01], [0.00, 0.00, 0.00]],
  "de_lowest_kcal_mol": 14.4,
  "spin_multiplicity": 2,
  "s2": 1.084,
  "charge": 1,
  "orbital_gap_ev": [6.8945, 7.4375]
}